1.
Below is a molecular structure, C37H34N5O3PSSc, with properties calculated with ωB97M-V/def2-TZVPD.

```
82
Properties=species:S:1:pos:R:3:forces:R:3
Sc 0.0754 0.0277 0.0906 0.488 -0.211 0.020
C 6.1319 0.0775 0.4597 -0.008 -0.008 -0.008
C 5.3581 -0.3745 -0.7687 -0.006 -0.014 0.008
N 4.5201 -1.5456 -0.4948 0.083 0.012 -0.032
C 5.1756 -2.8472 -0.6988 0.002 0.028 0.000
C 4.9048 -3.4122 -2.0829 -0.002 -0.006 0.007
C 3.2588 -1.4636 -0.0915 -0.114 -0.040 0.027
S 2.6181 0.1169 0.2519 -0.037 -0.126 -0.027
N 2.6461 -2.6638 0.0572 0.101 0.075 -0.027
C 1.3854 -2.8343 0.3365 -0.106 0.000 0.124
O 0.4833 -1.9197 0.4176 -0.195 0.376 -0.142
C 0.9146 -4.2270 0.5598 -0.047 0.034 0.022
C -0.4371 -4.4627 0.8032 -0.017 -0.011 -0.002
C -0.8947 -5.7542 1.0086 0.050 0.003 -0.007
C -0.0020 -6.8168 0.9710 -0.014 0.000 0.002
C 1.3457 -6.5869 0.7268 0.014 -0.028 0.003
C 1.8044 -5.2975 0.5211 0.011 0.024 -0.005
H 6.7727 0.9210 0.2038 0.005 0.000 0.009
H 6.7637 -0.7242 0.8441 0.003 0.003 0.000
H 5.4481 0.3897 1.2481 0.002 0.004 -0.002
H 6.0397 -0.6659 -1.5688 0.001 0.009 -0.003
H 4.7275 0.4270 -1.1454 -0.004 -0.003 -0.004
H 4.8357 -3.5316 0.0727 -0.004 0.003 0.006
H 6.2421 -2.6754 -0.5531 0.001 -0.011 0.001
H 3.8434 -3.6267 -2.2024 0.000 0.000 -0.001
H 5.4639 -4.3374 -2.2229 -0.003 -0.001 -0.010
H 5.2099 -2.7119 -2.8619 0.004 0.000 0.001
H -1.1231 -3.6271 0.8288 -0.005 0.002 -0.003
H -1.9444 -5.9348 1.1984 -0.002 0.008 0.000
H -0.3570 -7.8262 1.1325 0.004 -0.001 -0.003
H 2.0397 -7.4163 0.6974 -0.004 -0.002 0.002
H 2.8502 -5.1034 0.3288 -0.005 -0.012 0.000
N -3.3374 -0.1598 0.6386 -0.021 0.072 0.045
P -2.1880 0.8821 1.3447 -0.232 0.023 0.047
C -2.5531 2.5277 0.6749 -0.008 0.008 0.043
C -3.0746 2.6665 -0.6085 0.011 0.014 -0.005
C -3.2116 3.9291 -1.1698 0.003 -0.024 0.000
C -2.8267 5.0520 -0.4527 0.003 0.024 0.013
C -2.3060 4.9178 0.8287 -0.018 -0.014 -0.041
C -2.1625 3.6596 1.3905 0.008 0.020 -0.011
C -2.7105 0.9407 3.0670 0.162 -0.085 0.037
C -3.8310 1.6671 3.4659 -0.025 0.019 -0.004
C -4.2356 1.6345 4.7907 -0.012 0.010 -0.017
C -3.5196 0.8883 5.7175 0.024 -0.017 0.021
C -2.3966 0.1717 5.3277 -0.039 0.013 0.017
C -1.9923 0.1964 4.0025 -0.014 0.020 -0.059
C -3.0621 -0.9046 -0.4902 0.068 -0.084 -0.141
C -4.0667 -1.6287 -1.1406 0.003 0.052 0.065
C -3.7418 -2.3312 -2.2761 -0.004 -0.048 -0.071
C -2.4340 -2.3108 -2.7604 -0.008 0.024 0.050
C -1.5072 -1.5846 -2.0570 -0.027 -0.017 -0.012
N -1.8031 -0.8997 -0.9376 0.044 0.086 0.062
H -4.3062 -0.1019 0.9161 -0.008 -0.019 -0.010
H -3.3675 1.7936 -1.1798 0.002 -0.005 -0.010
H -3.6170 4.0322 -2.1678 -0.001 0.000 0.003
H -2.9328 6.0351 -0.8924 0.001 -0.002 0.003
H -2.0095 5.7951 1.3884 0.001 -0.005 0.006
H -1.7463 3.5596 2.3860 0.011 -0.003 -0.010
H -4.3744 2.2677 2.7457 -0.012 -0.003 0.017
H -5.1058 2.1955 5.1040 0.000 0.005 -0.010
H -3.8367 0.8709 6.7517 0.005 -0.001 0.000
H -1.8379 -0.4010 6.0552 0.006 -0.004 -0.007
H -1.1169 -0.3621 3.6910 0.005 -0.003 0.026
H -5.0752 -1.6204 -0.7498 0.000 -0.005 -0.007
H -4.5064 -2.8930 -2.7965 0.000 0.000 0.004
H -2.1505 -2.8372 -3.6587 0.002 -0.001 -0.001
H -0.4785 -1.5253 -2.3947 0.008 0.004 0.000
O 0.5941 2.1763 0.5441 -0.076 -0.139 0.012
C 0.4177 2.4332 -0.6683 -0.126 0.057 -0.043
N -0.0064 1.4520 -1.4952 0.153 -0.073 -0.058
C -0.1193 1.9637 -2.7977 0.030 0.064 0.085
O -0.4553 1.3363 -3.7649 -0.038 -0.013 -0.013
C 0.2552 3.4213 -2.7181 -0.071 -0.010 -0.051
C 0.2804 4.3990 -3.6875 -0.015 0.017 -0.012
C 0.6491 5.6831 -3.2879 0.008 -0.011 0.001
C 0.9821 5.9641 -1.9652 -0.001 -0.025 0.010
C 0.9560 4.9684 -0.9911 0.004 0.036 -0.019
C 0.5853 3.7063 -1.4017 -0.009 -0.075 0.085
H 0.0221 4.1773 -4.7144 0.001 -0.004 0.004
H 0.6809 6.4782 -4.0211 0.004 0.008 0.008
H 1.2681 6.9713 -1.6929 -0.002 0.003 -0.006
H 1.2115 5.1733 0.0399 0.003 0.005 -0.005
```
Forces are in eV/Å.

Results
frontier orbital gap	8.63	eV
HOMO energy	-11.22	eV
relative energy (zero: lowest compared OMol25 entry of this formula, charge and spin)	0.0	kcal/mol
net charge	+1
E_LUMO	-2.59	eV
largest force on an atom	0.01035	Eh/bohr

Atomic partial charges in e from the Löwdin method, atoms 1 to 4: Sc 0.85; C -0.07; C -0.24; N -0.12


2.
Below is a molecular structure, C37H34N8O5PRuS2Si at a distorted geometry, with properties calculated with ωB97M-V/def2-TZVPD.

```
89
Properties=species:S:1:pos:R:3:forces:R:3
Ru -0.3645 0.0300 -0.3288 -0.315 2.415 3.713
C -0.9169 -5.4151 -0.0474 0.164 -0.729 0.449
N -1.2777 -4.0914 -0.4460 0.132 1.410 0.005
C -2.0054 -3.7133 -1.5399 -0.061 -0.149 0.090
C -2.0130 -2.3519 -1.5638 -0.009 0.071 0.135
N -1.3029 -1.8768 -0.5080 0.917 -1.343 -0.476
C -0.8414 -2.9479 0.1692 -1.287 0.234 -0.917
P -0.0749 -2.9717 1.7974 1.090 1.666 0.212
C 1.3639 -1.8787 1.3172 -0.210 -0.839 -0.371
N 1.3029 -0.8779 0.4434 0.195 -0.651 0.753
C 2.5741 -0.4826 0.1847 0.417 -0.020 0.094
C 3.4294 -1.2809 0.8867 0.046 0.253 -0.276
N 2.6624 -2.1666 1.5841 -0.473 0.406 -0.144
C 3.1356 -3.2272 2.4244 0.080 -0.540 0.350
C -1.0290 -1.5932 2.5534 -0.594 -0.205 -0.484
N -1.3602 -0.4834 1.9016 0.714 -0.423 -0.998
C -2.3341 0.1220 2.6109 -0.153 0.084 0.023
C -2.6223 -0.6303 3.7151 -0.087 -0.057 -0.063
N -1.8057 -1.7214 3.6675 0.250 0.471 -0.498
C -1.7460 -2.7936 4.6179 -0.031 -0.541 0.317
H -1.1511 -6.1137 -0.8474 0.007 0.024 0.044
H -1.4508 -5.7043 0.8633 0.028 -0.069 -0.171
H 0.1563 -5.4517 0.1624 -0.180 -0.120 -0.116
H -2.4535 -4.4283 -2.1990 -0.026 -0.174 -0.122
H -2.4645 -1.6833 -2.2725 0.024 0.062 -0.065
H 2.7714 0.3326 -0.4861 0.048 0.068 0.033
H 4.4985 -1.2928 0.9283 0.215 0.004 0.092
H 4.2219 -3.1886 2.4763 -0.076 0.025 0.016
H 2.8342 -4.1944 2.0153 0.094 0.036 0.049
H 2.7222 -3.1355 3.4298 0.106 0.017 -0.025
H -2.7594 1.0506 2.2904 -0.102 0.197 -0.025
H -3.3314 -0.4861 4.5047 -0.040 0.078 0.191
H -1.9855 -2.4235 5.6145 0.059 0.007 -0.076
H -0.7361 -3.2059 4.6206 -0.127 0.007 0.115
H -2.4492 -3.5912 4.3569 0.064 0.099 0.057
O -0.1829 3.1397 -2.2957 1.599 0.704 -0.247
S 1.0753 2.4584 -2.6552 -0.739 1.007 0.449
O 2.2514 3.2115 -2.3528 0.291 -0.204 -0.287
N 1.0618 0.9764 -2.0277 -0.539 -0.463 0.409
C 0.6791 0.0642 -2.9449 -0.114 -1.841 0.720
O 0.3417 -1.0809 -2.5944 0.637 0.679 -1.511
C 0.6786 0.5792 -4.3164 0.063 0.709 -1.627
C 0.4197 -0.0953 -5.5112 0.105 0.097 0.784
C 0.5129 0.6020 -6.7001 0.081 0.324 -0.249
C 0.8333 1.9600 -6.7246 -0.051 -0.211 0.341
C 1.0401 2.6534 -5.5345 0.060 0.288 -0.175
C 0.9636 1.9502 -4.3587 -0.137 -1.151 0.554
H 0.1503 -1.1399 -5.4948 0.043 -0.124 0.044
H 0.3392 0.0868 -7.6334 -0.032 -0.034 -0.068
H 0.9133 2.4754 -7.6694 -0.024 0.062 -0.058
H 1.2570 3.7114 -5.5262 0.021 0.072 -0.055
O -2.9697 2.7751 -2.3542 -0.033 0.606 -0.117
S -1.8704 1.8367 -2.4509 -1.749 -2.180 0.573
N -1.7623 0.9304 -1.2357 -0.831 0.589 -0.976
O 0.2118 1.7681 0.6226 0.021 -1.196 -1.096
Si 0.2927 2.9128 1.6902 0.209 0.948 0.366
C -0.6582 4.4894 1.1769 0.581 -0.805 0.379
C -1.7321 4.4429 0.3006 -0.079 -0.037 0.006
C -2.4306 5.5933 -0.0246 -0.133 0.030 -0.069
C -2.0622 6.8093 0.5262 -0.027 0.047 -0.006
C -0.9922 6.8657 1.4042 0.084 0.227 0.132
C -0.2965 5.7142 1.7245 -0.055 0.016 0.034
C 2.1376 3.3629 1.9234 -1.012 -0.164 0.153
C 2.6878 3.6862 3.1563 0.083 -0.007 0.028
C 4.0376 3.9761 3.2707 0.096 0.048 0.187
C 4.8516 3.9493 2.1512 0.134 0.028 0.045
C 4.3105 3.6433 0.9146 -0.077 -0.043 -0.159
C 2.9610 3.3521 0.8052 0.100 -0.041 0.006
C -0.3817 2.4422 3.4259 0.333 0.261 -0.548
C -1.4235 3.1513 4.0139 -0.004 0.073 -0.117
C -1.9059 2.8173 5.2662 -0.162 -0.025 0.185
C -1.3491 1.7602 5.9643 -0.086 0.001 0.106
C -0.2978 1.0530 5.4050 0.138 -0.183 0.037
C 0.1787 1.3944 4.1515 0.021 -0.032 0.011
H -2.0341 3.5033 -0.1315 -0.044 -0.160 -0.102
H -3.2641 5.5287 -0.7071 -0.091 0.012 -0.118
H -2.6037 7.7123 0.2790 -0.046 0.035 -0.041
H -0.6973 7.8080 1.8462 -0.005 0.091 -0.004
H 0.5290 5.7594 2.4211 0.164 0.089 0.061
H 2.0594 3.6972 4.0369 -0.035 0.021 0.120
H 4.4553 4.2215 4.2368 0.067 0.026 0.094
H 5.9061 4.1660 2.2430 0.103 0.049 0.017
H 4.9260 3.6311 0.0272 0.133 0.016 -0.073
H 2.5397 3.1128 -0.1570 0.017 -0.009 -0.116
H -1.8652 3.9825 3.4836 -0.058 0.108 -0.083
H -2.7138 3.3877 5.7010 -0.095 0.047 0.055
H -1.7261 1.4964 6.9425 -0.008 -0.013 0.101
H 0.1575 0.2380 5.9530 0.037 -0.070 0.058
H 0.9995 0.8348 3.7240 0.164 -0.091 -0.065
```
Forces are in eV/Å.

Results
frontier orbital gap (spin up / spin down)	7.11 / 7.02	eV
HOMO energy (spin up / spin down)	-7.45 / -7.41	eV
relative energy (zero: lowest compared OMol25 entry of this formula, charge and spin)	62.8	kcal/mol
spin multiplicity	2
net charge	0
E_LUMO (spin up / spin down)	-0.35 / -0.39	eV
largest force on an atom	0.08635	Eh/bohr

Atomic partial charges in e from the Löwdin method, atoms 1 to 4: Ru 1.30; C -0.05; N -0.13; C -0.04


Quick rundown of energy, same order as above: -93340.624; -102497.932 eV